No. 1
32
Properties=species:S:1:pos:R:3:forces:R:3 method="wB97M-V/def2-TZVPD" total_charge=+1 e_tot_ha=-962.504931
Na -0.6202 -0.3432 -1.2148 -0.234 -0.469 0.590
B 2.0848 -1.0818 0.5815 0.396 -0.066 -0.289
N 3.1511 -0.0850 -0.1393 0.016 -0.279 0.031
C 4.4735 -0.0565 -0.0274 0.065 0.063 0.083
C 5.0250 0.7369 -1.0346 -0.041 -0.031 -0.054
C 3.9547 1.1696 -1.7894 -0.066 0.077 0.110
N 2.8548 0.6789 -1.1925 -0.483 0.191 -0.216
N 1.1952 -0.3573 1.5490 -0.357 0.060 0.094
C 1.2710 -0.3291 2.8952 0.110 0.132 -0.098
C 0.2084 0.3972 3.3752 -0.008 -0.075 -0.004
C -0.5002 0.7605 2.2235 -0.108 0.184 0.057
N 0.0890 0.3087 1.1272 0.031 -0.224 -0.267
H 2.8015 -1.8590 1.1347 -0.076 -0.147 0.025
H 1.4588 -1.5504 -0.3550 -0.055 0.028 0.058
H 4.9422 -0.6144 0.7643 0.050 0.008 0.019
H 6.0624 0.9634 -1.1954 0.040 -0.002 -0.020
H 3.8843 1.7908 -2.6653 0.042 0.031 -0.019
H 2.0786 -0.8272 3.4020 0.024 -0.022 0.057
H -0.0260 0.6155 4.4004 -0.037 0.013 0.034
H -1.4103 1.3342 2.1500 -0.021 0.010 0.000
O 0.8051 1.5332 -1.2458 0.192 0.642 0.005
N 1.4206 0.6504 -1.6748 0.932 -0.098 -0.117
C -4.8091 -1.5657 -0.6880 0.009 0.035 -0.027
C -3.9100 -0.4519 -1.1257 0.095 -0.134 0.085
C -4.5379 0.8346 -1.5500 -0.041 0.024 0.047
O -2.6955 -0.5948 -1.1007 -0.445 0.055 -0.173
H -5.7566 -1.5628 -1.2230 0.005 0.005 -0.034
H -5.0359 -1.4066 0.3691 -0.001 -0.018 0.042
H -4.3009 -2.5196 -0.7955 -0.023 -0.030 0.032
H -5.1630 0.6577 -2.4269 0.015 0.013 -0.040
H -3.7864 1.5893 -1.7650 -0.019 0.002 -0.015
H -5.2090 1.1844 -0.7631 -0.007 0.022 0.005


No. 2
19
Properties=species:S:1:pos:R:3:forces:R:3 method="wB97M-V/def2-TZVPD" total_charge=-1 relative_energy_kcal_mol=4.2
C -0.6807 1.3932 -0.5032 -0.075 0.429 0.328
C 0.5911 0.2394 1.4826 -0.216 2.084 0.472
C 0.0861 -0.9845 -0.5712 0.404 -1.494 -0.116
C 0.4648 0.3487 -0.0390 -1.079 1.650 0.304
N 1.6193 0.8799 -0.6978 0.387 -2.860 -0.951
O -2.1231 -1.1072 0.9442 1.225 -0.462 -1.818
O -2.4249 -0.7111 -1.3993 -0.899 0.968 -2.201
O -1.6581 -2.8982 -0.6914 0.377 0.252 -0.166
S -1.6781 -1.4637 -0.4519 -0.508 -1.691 4.149
Br 2.1026 2.4908 -0.2068 0.985 1.952 0.823
I 3.6786 -1.0300 -0.1300 -0.331 0.501 -0.205
H -1.0000 1.8944 0.4015 -0.382 -0.151 0.386
H -1.4251 0.6620 -0.8574 -0.196 1.781 -0.273
H -0.4909 2.2979 -1.1768 0.315 -1.906 0.326
H 0.7202 1.3082 1.8159 -0.182 -1.058 0.251
H 1.5238 -0.2767 1.7109 -0.174 -0.268 0.110
H -0.3098 -0.2081 1.9654 0.746 0.261 -0.646
H 0.6200 -1.7579 0.0108 -0.286 0.160 -0.366
H 0.3843 -1.0770 -1.6064 -0.111 -0.147 -0.407


No. 3
53
Properties=species:S:1:pos:R:3:forces:R:3 method="wB97M-V/def2-TZVPD" total_charge=+1 relative_energy_kcal_mol=26.6
Mg -0.0769 0.2873 0.2838 -0.533 -1.395 0.394
O -1.1184 0.8404 1.6998 -1.119 0.849 0.587
H -1.1676 0.3538 2.5121 -0.047 -0.165 0.423
C -1.8024 -3.9098 1.4082 0.513 0.464 0.766
S -1.3134 -2.9548 -0.0523 0.315 -0.197 -0.348
O -0.5992 -1.7271 0.4206 -0.366 -1.179 0.390
C 0.0563 -4.0280 -0.6456 -0.379 0.144 0.842
H -0.9768 -3.9655 2.1193 0.377 -0.179 -0.310
H -2.1527 -4.9107 1.1713 -0.095 0.079 -0.263
H -2.5430 -3.3497 1.9818 -0.323 0.035 -0.528
H 0.8582 -3.8411 0.0698 0.110 0.120 -0.147
H 0.3202 -3.6970 -1.6437 0.019 0.003 -0.032
H -0.1758 -5.0914 -0.6060 -0.277 0.072 -0.222
C -1.0515 3.7373 0.7648 0.120 0.638 -0.321
S 0.6136 3.4506 0.1347 -0.491 -0.550 -0.046
O 0.7088 1.9536 -0.0194 1.136 2.442 -0.989
C 0.4254 4.2321 -1.5130 -0.280 -0.756 0.185
H -1.8250 3.2115 0.2130 0.301 -0.327 -0.176
H -1.2352 4.8084 0.6484 0.029 0.015 0.391
H -1.0636 3.3887 1.7938 0.022 0.011 -0.011
H -0.2372 3.6519 -2.1592 -0.324 0.027 0.355
H 1.3627 4.2796 -2.0634 0.255 0.226 0.478
H 0.0145 5.2109 -1.2773 0.122 0.148 -0.331
C -3.1371 2.1008 -2.3505 0.701 0.898 -0.423
S -2.9814 0.4766 -1.5790 0.407 0.163 0.421
O -1.5740 0.3703 -1.0478 -1.013 0.363 -1.361
C -3.9621 0.8274 -0.1309 -0.483 0.104 0.793
H -4.0707 2.2533 -2.8894 -0.179 -0.363 0.200
H -2.3331 2.2468 -3.0793 -0.058 -0.651 -0.106
H -2.9677 2.9514 -1.6869 -0.320 -0.341 0.518
H -4.9995 1.1019 -0.3294 0.155 0.173 -0.504
H -3.4495 1.6038 0.4378 0.046 -0.031 -0.037
H -4.0307 -0.0385 0.5281 0.420 -0.191 -0.266
C 2.2576 0.6869 -3.2801 -0.835 0.692 0.439
S 2.5505 -0.1467 -1.7006 0.033 0.107 0.086
O 1.2123 -0.3829 -1.0672 0.718 -0.708 -1.517
C 3.0983 -1.7351 -2.3568 -0.454 0.537 0.682
H 2.8187 0.2996 -4.1228 0.203 0.009 0.091
H 2.4431 1.7433 -3.0788 0.418 -0.063 -0.257
H 1.1825 0.6649 -3.4775 0.048 -0.504 -0.004
H 3.9928 -1.5306 -2.9382 -0.008 -0.242 -0.163
H 2.2627 -2.1657 -2.9038 0.192 -0.123 -0.223
H 3.3311 -2.3164 -1.4661 0.080 -0.204 -0.165
C 1.5329 -2.3084 3.1651 0.756 0.295 1.101
S 2.4850 -1.0014 2.2559 -1.025 -0.182 0.362
O 1.3953 -0.2425 1.5552 1.641 -0.335 1.088
C 2.8968 -0.0622 3.7474 0.167 -0.448 0.864
H 0.5037 -1.9814 3.0617 -0.165 -0.315 -0.410
H 1.7594 -2.2784 4.2388 0.116 0.350 -0.175
H 1.7746 -3.3436 2.9310 -0.261 0.165 -0.828
H 2.0313 -0.0307 4.4107 -0.262 0.486 -0.407
H 3.3323 0.9122 3.5497 -0.293 0.073 -0.360
H 3.6242 -0.6060 4.3622 0.169 -0.238 -0.525


No. 4
29
Properties=species:S:1:pos:R:3:forces:R:3 method="wB97M-V/def2-TZVPD" spin_multiplicity=6 total_charge=-1 relative_energy_kcal_mol=33.1 s_squared=8.768
Rh 0.7225 -1.1268 -2.4495 -0.169 -0.488 0.318
Cl 1.5955 -2.8043 -3.7105 0.340 -0.672 -0.528
C 1.0757 0.8543 -2.2732 0.612 0.449 0.254
C -0.9771 -0.6557 -3.3778 0.063 -0.508 -0.708
H 0.7300 1.3565 -3.1773 -0.112 0.230 0.149
H 0.8730 1.5234 -1.3882 0.378 0.067 -0.601
H 2.1679 0.8197 -2.3352 0.137 0.286 0.148
H -0.9680 0.3696 -3.7442 -0.212 0.061 0.001
H -1.8086 -0.8046 -2.6899 -0.430 0.008 0.016
H -1.0931 -1.3394 -4.2536 0.002 0.370 0.692
Ti -0.5388 0.4618 -0.5784 4.058 0.269 -0.851
C -2.1954 -0.4305 0.2057 -4.341 -2.227 2.491
C -1.9171 1.9656 -0.8157 -1.630 0.896 -0.767
H -3.1271 -0.0447 -0.2143 0.256 -0.057 -0.053
H -2.0560 -1.4972 -0.0068 0.469 0.253 -0.309
H -2.1672 -0.2826 1.3009 0.174 0.233 -0.576
H -2.9437 1.6717 -1.1218 0.254 0.826 0.042
H -1.6488 3.0196 -1.0372 -0.317 -0.386 0.089
Cl 0.1765 -2.9334 1.3609 0.015 -0.269 -0.172
C 0.7413 -1.4637 2.0666 0.604 1.265 1.073
C 0.4903 -0.2484 1.4301 -0.557 -0.748 -1.063
C 0.8425 0.9188 2.0468 0.743 -0.442 0.812
Cl 0.3831 2.3510 1.0935 0.606 0.195 1.203
C 1.5588 0.9456 3.2609 -0.217 -0.326 -0.640
Cl 2.1619 2.4404 3.8788 -0.065 0.028 0.165
C 1.8659 -0.2853 3.8897 -0.758 0.349 -1.459
Cl 2.8006 -0.3027 5.3030 0.376 0.008 0.704
C 1.4405 -1.4951 3.2951 -0.406 0.783 -0.757
Cl 1.8149 -2.9835 4.0413 0.124 -0.454 0.329


No. 5
118
Properties=species:S:1:pos:R:3:forces:R:3 method="wB97M-V/def2-TZVPD" e_tot_ha=-4602.030080
Hf -0.5531 -0.6674 0.6598 1.560 1.168 -1.217
Te -1.5962 0.0084 3.1258 -1.102 1.680 2.887
Te -2.3646 0.0125 5.6230 -0.142 -0.161 -0.166
Te 0.3481 -3.1885 5.3594 -0.039 0.215 -0.150
Te -0.0822 -2.2551 2.9415 0.649 -1.604 0.734
N -1.5039 3.1712 1.7008 0.366 0.100 0.102
C -0.5437 3.6257 2.6404 0.029 -0.125 -0.054
C -0.5746 5.0022 2.8739 0.095 0.025 0.031
C 0.2358 5.6036 3.8149 -0.028 0.015 0.001
C 1.1081 4.8264 4.5621 0.030 -0.020 -0.030
C 1.1394 3.4614 4.3550 -0.003 -0.066 -0.014
C 0.3271 2.8259 3.4067 -0.093 0.151 -0.207
S 0.6091 1.0771 3.3169 -0.234 -0.005 0.209
N -0.4548 1.3829 0.5878 -0.444 -0.258 -0.293
C -1.4510 2.1306 0.7993 -0.431 0.327 -0.041
C -2.8247 2.0035 0.1242 0.505 0.272 -0.378
C -3.1117 2.7917 -0.9869 0.015 0.010 0.049
C -4.3416 2.6486 -1.6006 -0.087 -0.025 -0.028
C -5.2538 1.7486 -1.0690 0.037 -0.014 0.077
C -4.8775 1.0203 0.0495 -0.033 -0.036 -0.070
N -3.6824 1.1300 0.6290 0.043 -0.195 0.193
H -2.2316 3.8459 1.5196 -0.129 -0.096 0.164
H -1.2487 5.6115 2.2817 -0.009 -0.014 0.008
H 0.1817 6.6736 3.9668 0.003 -0.011 -0.013
H 1.7455 5.2763 5.3113 0.000 -0.022 -0.009
H 1.7946 2.8400 4.9527 -0.012 0.013 0.006
H -2.3797 3.4919 -1.3635 0.009 -0.043 -0.004
H -4.5864 3.2313 -2.4794 -0.013 0.010 0.016
H -6.2370 1.6224 -1.5016 0.010 -0.025 0.007
H -5.5637 0.3191 0.5129 0.004 -0.019 -0.027
C -3.9902 -3.8143 5.6587 -0.020 -0.085 -0.093
C -4.0312 -4.1808 4.1964 -0.053 0.083 0.264
C -5.0862 -3.7593 3.3934 -0.051 0.016 -0.059
C -5.1345 -4.0853 2.0474 0.004 -0.130 0.036
C -4.1017 -4.8247 1.4868 0.066 0.030 0.141
C -3.0457 -5.2681 2.2760 -0.076 0.103 -0.055
C -3.0286 -4.9571 3.6239 0.117 -0.049 0.024
S -4.0453 -5.2251 -0.2304 -0.073 -0.411 0.363
O -2.6890 -5.0064 -0.6383 0.271 -0.158 -0.168
O -4.6898 -6.4844 -0.4470 -0.002 0.119 -0.084
N -4.9460 -4.1027 -1.0063 -0.177 0.263 0.025
C -4.5699 -2.6964 -0.8237 -0.203 -0.037 0.005
C -3.3065 -2.3187 -1.5903 -0.060 0.143 -0.175
C -2.3781 -1.5700 -0.7155 0.181 0.519 -0.491
O -1.6268 -0.6239 -1.1507 -0.605 -0.843 -0.449
O -2.2635 -1.8623 0.5213 -0.532 -0.357 -0.124
H -4.5692 -4.5264 6.2513 -0.015 -0.032 -0.031
H -4.4106 -2.8227 5.8244 0.015 0.001 -0.020
H -2.9679 -3.8174 6.0334 0.033 0.027 -0.030
H -5.8815 -3.1643 3.8272 0.016 0.007 -0.005
H -5.9771 -3.7595 1.4503 0.012 0.018 -0.025
H -2.2381 -5.8358 1.8326 0.003 0.015 -0.008
H -2.2061 -5.3026 4.2386 0.028 0.064 0.001
H -5.9322 -4.2885 -0.8821 -0.017 -0.053 -0.114
H -4.4154 -2.4677 0.2338 -0.087 -0.016 -0.053
H -5.4131 -2.1013 -1.1692 -0.017 0.017 -0.043
H -3.4885 -1.7404 -2.4940 -0.044 0.018 0.013
H -2.7662 -3.2257 -1.8744 0.006 0.025 0.001
C 0.7420 -4.3639 0.3455 -0.173 -0.154 0.130
Si 1.0973 -2.5975 -0.1926 0.716 -0.288 -0.876
C 0.8590 -2.6641 -2.0777 -0.001 -0.098 -0.049
C 2.9449 -2.3804 0.1501 0.199 -0.058 0.081
C 3.4361 -1.5664 1.1707 0.063 -0.045 -0.037
C 4.7985 -1.4772 1.4414 -0.060 0.024 0.018
C 5.7050 -2.2054 0.6888 -0.025 -0.022 -0.043
C 5.2421 -3.0379 -0.3251 -0.054 0.042 0.013
C 3.8822 -3.1252 -0.5818 -0.040 0.008 0.095
H 1.3461 -5.0342 -0.2738 -0.005 -0.003 0.016
H -0.3095 -4.6354 0.2136 0.037 0.010 0.012
H 1.0191 -4.5399 1.3878 0.011 -0.059 -0.007
H -0.0643 -3.2107 -2.3006 0.011 0.037 -0.001
H 1.6721 -3.1955 -2.5823 -0.022 0.009 0.028
H 0.7761 -1.6712 -2.5186 -0.016 0.041 -0.017
H 2.7458 -0.9939 1.7820 -0.012 0.030 0.009
H 5.1481 -0.8377 2.2434 -0.011 0.004 -0.016
H 6.7660 -2.1331 0.8933 -0.006 -0.007 0.000
H 5.9437 -3.6154 -0.9148 -0.010 -0.012 0.008
H 3.5437 -3.7912 -1.3699 0.006 0.036 -0.003
C 4.3515 1.7838 -3.9228 0.061 -0.111 0.036
C 3.3782 0.7732 -3.3053 -0.055 0.092 -0.123
C 4.1793 -0.3336 -2.6235 0.042 -0.065 -0.098
C 2.5417 0.1308 -4.4207 0.129 0.007 0.003
Sb 1.9442 1.4833 -1.7836 0.191 -0.245 0.090
C 0.6973 2.8782 -2.9340 0.029 -0.021 -0.145
C 1.3855 3.5622 -4.1120 -0.121 0.063 -0.036
C 0.1286 3.9734 -2.0367 -0.090 0.055 0.006
C -0.4503 1.9977 -3.4409 -0.085 0.098 -0.019
C 3.1760 2.7689 -0.5030 0.007 0.128 0.026
C 3.8829 1.8081 0.4519 0.073 0.065 0.057
C 2.2721 3.6756 0.3434 0.042 -0.047 0.048
C 4.2046 3.6295 -1.2363 0.054 0.024 0.152
H 4.7999 1.3318 -4.8170 0.002 0.010 0.025
H 5.1720 2.0192 -3.2428 -0.102 -0.060 -0.113
H 3.8893 2.7205 -4.2276 -0.018 -0.021 -0.005
H 4.8724 -0.7803 -3.3492 -0.028 -0.011 0.031
H 3.5323 -1.1270 -2.2484 0.015 0.015 -0.004
H 4.7782 0.0288 -1.7853 -0.010 -0.010 -0.046
H 3.2149 -0.3782 -5.1219 -0.020 -0.006 0.022
H 1.9691 0.8570 -4.9966 0.011 0.022 -0.006
H 1.8473 -0.6172 -4.0362 -0.012 -0.017 0.028
H 2.2135 4.1966 -3.7905 -0.010 -0.008 0.014
H 0.6578 4.2094 -4.6214 0.029 -0.007 0.009
H 1.7630 2.8609 -4.8523 0.003 -0.023 -0.009
H 0.8534 4.7695 -1.8713 0.008 -0.005 -0.009
H -0.1905 3.6095 -1.0586 -0.012 -0.024 -0.034
H -0.7368 4.4265 -2.5414 0.040 0.024 0.018
H -0.1031 1.2140 -4.1161 0.023 -0.008 -0.014
H -1.1710 2.6160 -3.9945 0.012 -0.028 0.004
H -0.9812 1.5065 -2.6215 0.003 0.025 0.011
H 3.1637 1.2561 1.0611 -0.017 0.014 0.007
H 4.5238 2.3839 1.1330 -0.010 -0.032 -0.013
H 4.5111 1.0770 -0.0583 -0.003 0.026 0.020
H 1.3635 3.1679 0.6761 0.068 -0.022 0.007
H 1.9881 4.5819 -0.1879 -0.003 0.004 0.005
H 2.8229 3.9835 1.2419 -0.016 0.018 -0.033
H 5.0358 3.0401 -1.6266 -0.120 0.070 0.095
H 4.6256 4.3543 -0.5268 0.013 -0.021 -0.029
H 3.7715 4.1967 -2.0635 -0.007 -0.011 0.030